Record 1
An isolated ion of composition C9H8NO and charge +1 at a distorted geometry, computed with ωB97M-V with the def2-TZVPD basis set.

The geometry in XYZ format:
```
19
C9H8NO (ωB97M-V with the def2-TZVPD basis set)
C -1.675 0.472 1.642
C -1.342 -0.869 1.475
C -0.932 1.343 0.894
C -0.257 -1.210 0.757
C 0.140 1.020 0.106
C 1.490 -0.834 -0.781
C 2.233 1.674 -1.033
C 1.545 -2.010 -1.325
C 0.891 2.077 -0.579
N 0.472 -0.346 0.044
O 3.332 1.904 -1.382
H -2.531 0.721 2.289
H -2.068 -1.621 1.923
H -1.142 2.431 0.991
H -0.029 -2.243 0.595
H 0.652 -2.564 -1.126
H 2.404 -2.280 -1.917
H 0.396 2.310 -1.594
H 0.875 3.156 -0.074
```

net charge	+1
energy above the lowest of the compared OMol25 structures with the same formula, charge and spin	163.6	kJ/mol
HOMO level (alpha / beta)	-12.2 / -12.2	eV
gap between HOMO and LUMO (alpha / beta)	7.3 / 7.3	eV

***

Record 2
C9H8NO5 as an isolated structure at a distorted geometry, computed with ωB97M-V with the def2-TZVPD basis set.

The geometry in XYZ format:
```
23
C9H8NO5 (ωB97M-V with the def2-TZVPD basis set)
C 2.624 0.624 0.005
C 1.790 0.716 1.107
C 2.087 0.380 -1.248
C 0.424 0.562 0.970
C 0.723 0.230 -1.396
C -0.123 0.324 -0.290
C -2.577 1.296 0.205
C -2.231 -1.341 0.577
C -1.569 0.243 -0.490
N -1.235 -2.292 0.410
O -2.300 1.742 1.305
O -3.543 1.486 -0.553
O -0.281 -2.289 1.190
O -1.316 -3.080 -0.533
O -2.004 0.035 -1.738
H 3.693 0.744 0.124
H 2.211 0.908 2.085
H 2.735 0.305 -2.112
H -0.232 0.658 1.818
H 0.288 0.044 -2.366
H -2.291 -0.921 1.569
H -3.149 -1.556 0.053
H -2.904 0.515 -1.703
```

net charge	-1
energy above the lowest of the compared OMol25 structures with the same formula, charge and spin	11.6	kJ/mol
HOMO level	-5.0	eV
gap between HOMO and LUMO	8.5	eV

***

Record 3
A 2-piece molecular cluster, C9H8O2S overall at a distorted geometry, computed with ωB97M-V with the def2-TZVPD basis set.

The geometry in XYZ format:
```
20
C9H8O2S (ωB97M-V with the def2-TZVPD basis set)
C -3.192 1.413 -0.080
C -1.864 1.954 -0.186
C -3.287 0.027 0.008
C -0.711 1.171 -0.241
C -2.187 -0.792 -0.047
C -0.887 -0.209 -0.138
C 0.098 -1.263 -0.229
C 2.963 0.036 0.161
C 3.781 -1.192 0.443
O 0.196 -2.411 -0.308
O 1.718 -0.142 -0.100
S 3.732 1.508 0.005
H -4.174 1.919 -0.058
H -1.571 2.973 -0.230
H -4.197 -0.557 0.039
H 0.136 1.835 -0.324
H -2.415 -1.808 -0.040
H 3.293 -1.847 1.039
H 4.800 -0.797 0.699
H 3.766 -1.819 -0.412
```

net charge	0
energy above the lowest of the compared OMol25 structures with the same formula, charge and spin	245.1	kJ/mol
HOMO level	-7.5	eV
gap between HOMO and LUMO	6.1	eV

***

Record 4
One molecule with the formula C9H8O3S at a distorted geometry, computed with ωB97M-V with the def2-TZVPD basis set.

The geometry in XYZ format:
```
21
C9H8O3S (ωB97M-V with the def2-TZVPD basis set)
C 1.431 -2.184 2.442
C 1.773 -1.119 1.555
C 1.824 -0.118 0.216
C 0.891 0.994 -0.169
C -0.407 1.536 0.672
C -1.849 0.906 0.212
C -1.767 -0.556 -0.526
S -3.549 -1.247 -0.491
C 1.556 1.446 -1.600
O 0.888 2.240 -2.467
O 2.915 0.833 -1.742
C 3.040 -0.339 -0.861
O 3.855 -1.396 -0.869
H 1.122 -3.204 2.981
H -0.316 1.390 1.852
H -0.496 2.716 0.516
H -2.460 1.663 -0.438
H -2.483 0.744 1.210
H -1.446 -0.396 -1.658
H -1.044 -1.301 0.045
H -3.476 -2.606 -0.878
```

net charge	0
SMILES	C#CC1=C(CCCS)C(=O)OC1=O
energy above the lowest of the compared OMol25 structures with the same formula, charge and spin	926.2	kJ/mol
HOMO level	-9.3	eV
gap between HOMO and LUMO	7.2	eV

***

Record 5
C9H9BBr2F4MnO2 as an isolated structure at a distorted geometry, computed with ωB97M-V with the def2-TZVPD basis set.

The geometry in XYZ format:
```
28
C9H9BBr2F4MnO2 (ωB97M-V with the def2-TZVPD basis set)
Mn -2.164 0.153 0.076
Br -4.203 1.216 -0.242
C -3.399 0.152 3.424
Br -3.065 -1.122 2.163
H -2.789 1.018 3.475
H -4.169 -0.114 4.198
C 1.268 -2.371 0.142
C 0.310 -1.267 -0.262
O -0.895 -1.340 0.117
C 0.800 -0.250 -1.166
C 2.147 -0.289 -1.595
C 2.619 0.555 -2.570
C 1.712 1.510 -3.066
C 0.416 1.599 -2.642
C -0.074 0.716 -1.648
O -1.374 0.725 -1.373
H 0.928 -2.851 1.044
H 2.332 -2.030 0.411
H 1.568 -3.090 -0.642
H 2.889 -1.163 -1.508
H 3.573 0.517 -3.033
H 1.934 2.185 -3.898
H -0.251 2.203 -3.235
F -1.042 1.077 1.418
B 0.068 0.620 2.464
F -0.035 -0.767 2.555
F 1.137 1.185 1.755
F -0.238 1.224 3.636
```

net charge	0
energy above the lowest of the compared OMol25 structures with the same formula, charge and spin	262.6	kJ/mol
2S+1	6
HOMO level (alpha / beta)	-9.0 / -9.6	eV
gap between HOMO and LUMO (alpha / beta)	6.8 / 8.2	eV

***

Record 6
A 2-piece molecular cluster, C9H9Br overall at a distorted geometry, computed with ωB97M-V with the def2-TZVPD basis set.

The geometry in XYZ format:
```
19
C9H9Br (ωB97M-V with the def2-TZVPD basis set)
C -3.712 0.285 -0.114
C -2.526 0.010 0.014
C 0.271 1.010 0.237
C -0.385 2.119 0.544
C 1.603 0.751 -0.498
C 1.790 -0.702 -0.621
C 0.255 -1.504 1.008
C 0.517 -1.358 -0.476
C -0.273 -0.291 0.283
Br -5.484 -0.019 -0.641
H -1.489 1.966 0.700
H -0.141 3.144 0.308
H 1.706 1.354 -1.348
H 2.363 1.008 0.254
H 2.331 -1.045 -1.637
H 2.412 -1.101 0.151
H -0.446 -2.271 1.431
H 1.097 -1.320 1.638
H 0.111 -2.035 -1.232
```

net charge	0
2S+1	3
HOMO level (alpha / beta)	-6.4 / -8.5	eV
gap between HOMO and LUMO (alpha / beta)	6.4 / 5.0	eV

***

no.,electronic energy (a.u.)
1,-477.3307
2,-778.6895
3,-896.3146
4,-971.2788
5,-7222.3691
6,-2921.9477